C50H61Cl2I2N8O4P2 | ωB97M-V with the def2-TZVPD basis set

Calculated values
- Orbital gap: 6.0 eV
- Molecular weight: 1224.8 g mol⁻¹
- Total charge: -1
- Multiplicity: 1

Element x y z (Å)
C (2.89078, -4.72885, 0.61949)
O (1.49067, -4.63508, 0.72624)
C (1.02439, -3.28522, 0.84602)
P (-0.47610, -3.06803, -0.36179)
C (-1.83843, -3.09970, -1.72568)
C (-2.38062, -4.49457, -2.11132)
C (-3.92415, -4.60239, -2.09226)
I (-4.76558, -5.91378, -0.58301)
P (-1.92078, -4.13632, 1.07279)
O (-1.01121, -4.95236, 2.22539)
I (-3.07466, -2.46518, 2.52061)
O (-0.99794, -1.57219, 0.33078)
C (-0.89085, -0.56884, -0.63894)
C (0.50207, -0.78704, -1.30902)
Cl (0.46380, -0.05418, -2.97583)
C (1.49755, -0.07748, -0.38251)
C (2.87781, 0.21585, -0.94132)
C (3.58971, 1.17820, -0.00745)
Cl (3.88549, -1.26879, -1.08773)
O (0.61768, -2.13061, -1.41970)
H (3.12000, -5.77517, 0.41716)
H (3.41618, -4.46939, 1.54167)
H (3.24099, -4.14470, -0.23237)
H (0.77363, -3.02727, 1.87709)
H (1.84783, -2.64109, 0.55158)
H (-0.07447, -4.35133, -0.90263)
H (-1.34458, -2.69991, -2.60636)
H (-2.68487, -2.44231, -1.52157)
H (-1.94742, -5.30078, -1.52209)
H (-2.11411, -4.70764, -3.14458)
H (-4.29139, -5.03396, -3.01310)
H (-4.40341, -3.63851, -1.99917)
H (-0.56310, -5.70914, 1.81170)
H (-1.70707, -0.49176, -1.36346)
H (-0.96792, 0.36046, -0.07125)
H (1.57217, -0.58749, 0.56940)
H (1.07168, 0.89863, -0.15962)
H (2.82283, 0.68863, -1.91053)
H (3.12377, 2.15830, -0.07359)
H (3.55345, 0.83209, 1.02297)
H (4.63701, 1.28458, -0.26795)
N (-0.82418, -0.57593, 8.00462)
C (-0.98981, -1.00523, 6.75299)
C (-2.22428, -1.21676, 6.16144)
C (-3.36011, -0.97429, 6.91385)
C (-3.21309, -0.52361, 8.21707)
C (-1.92978, -0.33893, 8.70899)
H (-0.07708, -1.19821, 6.20020)
H (-2.28440, -1.56664, 5.13717)
H (-4.34421, -1.13074, 6.48991)
H (-4.07414, -0.31933, 8.83953)
H (-1.76960, 0.01385, 9.72276)
N (3.17733, 3.56399, -2.79864)
C (3.48809, 4.85208, -2.93412)
C (2.69657, 5.76728, -3.61097)
C (1.51678, 5.32066, -4.18450)
C (1.17784, 3.98432, -4.05685)
C (2.03726, 3.15139, -3.35520)
H (4.41948, 5.15899, -2.46940)
H (2.99543, 6.80456, -3.68473)
H (0.87016, 6.00493, -4.71945)
H (0.26532, 3.59341, -4.48648)
H (1.80198, 2.10189, -3.22257)
N (3.00047, -4.31281, 6.52232)
C (2.82972, -4.74864, 5.27363)
C (1.58995, -4.92130, 4.67701)
C (0.45891, -4.62673, 5.41696)
C (0.61433, -4.17549, 6.71839)
C (1.89953, -4.03564, 7.21950)
H (3.74234, -4.96880, 4.72903)
H (1.50870, -5.27591, 3.66038)
H (-0.52664, -4.74968, 4.98260)
H (-0.24475, -3.93700, 7.33122)
H (2.06501, -3.68287, 8.23218)
N (1.64123, 7.99444, 0.32732)
C (1.67840, 6.94704, -0.49761)
C (1.08992, 5.72309, -0.22083)
C (0.42527, 5.57252, 0.98459)
C (0.37571, 6.64779, 1.85730)
C (0.99483, 7.82962, 1.48174)
H (2.21059, 7.10441, -1.42602)
H (1.15357, 4.91014, -0.93301)
H (-0.04646, 4.63230, 1.24019)
H (-0.13207, 6.57241, 2.80893)
H (0.97745, 8.69649, 2.13378)
N (-3.18629, 1.48563, -6.89116)
C (-2.39296, 1.04657, -5.91472)
C (-1.47094, 0.02374, -6.06675)
C (-1.36738, -0.58334, -7.30674)
C (-2.18529, -0.14391, -8.33595)
C (-3.07195, 0.88944, -8.07656)
H (-2.50733, 1.55075, -4.96077)
H (-0.85459, -0.28330, -5.23438)
H (-0.66053, -1.38713, -7.46793)
H (-2.13736, -0.59183, -9.31921)
H (-3.72826, 1.26660, -8.85366)
N (-1.31483, -8.25631, -1.21532)
C (-0.24999, -9.00654, -0.94197)
C (-0.32306, -10.34234, -0.57627)
C (-1.57436, -10.93093, -0.48585)
C (-2.69396, -10.16458, -0.76452)
C (-2.51038, -8.83722, -1.12497)
H (0.70755, -8.50256, -1.02175)
H (0.57707, -10.90456, -0.36716)
H (-1.67468, -11.97126, -0.20141)
H (-3.68930, -10.58353, -0.70351)
H (-3.35398, -8.19182, -1.35132)
N (-5.13824, 2.69590, -1.46883)
C (-5.86643, 3.80860, -1.41528)
C (-6.09513, 4.63373, -2.50576)
C (-5.53176, 4.28497, -3.72218)
C (-4.76914, 3.13161, -3.79869)
C (-4.60592, 2.37520, -2.64693)
H (-6.28542, 4.04439, -0.44277)
H (-6.69839, 5.52567, -2.40274)
H (-5.68458, 4.90245, -4.59839)
H (-4.31262, 2.82575, -4.73127)
H (-4.01984, 1.46193, -2.65964)
N (6.90047, 8.00785, 2.75095)
C (7.20077, 9.30078, 2.64731)
C (6.40647, 10.22639, 1.98848)
C (5.23302, 9.78380, 1.39939)
C (4.90282, 8.44273, 1.49401)
C (5.76723, 7.60151, 2.17945)
H (8.12932, 9.60272, 3.12028)
H (6.70094, 11.26608, 1.93879)
H (4.58376, 10.47294, 0.87396)
H (3.99588, 8.06024, 1.04687)
H (5.54723, 6.54441, 2.28160)